Density functional theory data (the ωB97M-V functional and the def2-TZVPD basis) for a molecular structure, C53H47BiFNOP2.

Geometry as XYZ:
```
106
C53H47BiFNOP2 the ωB97M-V functional and the def2-TZVPD basis
Bi 0.326 0.112 -0.229
C -4.712 -2.860 -0.102
C -4.346 -1.497 0.480
C -4.125 -0.466 -0.626
C -3.145 -1.534 1.403
C -3.035 -0.574 2.413
C -2.022 -0.628 3.359
C -1.066 -1.642 3.329
C -0.039 -1.790 4.425
C -1.137 -2.559 2.288
C -2.156 -2.512 1.335
H -5.707 -2.823 -0.546
H -4.714 -3.639 0.662
H -4.012 -3.154 -0.889
H -5.190 -1.151 1.082
H -3.253 -0.749 -1.224
H -3.957 0.529 -0.202
H -4.988 -0.407 -1.294
H -3.803 0.189 2.499
H -2.017 0.092 4.171
H 0.800 -1.095 4.313
H 0.370 -2.801 4.440
H -0.484 -1.603 5.402
H -0.411 -3.366 2.258
H -2.200 -3.291 0.582
O 2.816 -0.456 -2.701
C 3.935 0.317 -2.509
C 4.767 0.769 -3.521
C 5.925 1.455 -3.184
C 6.260 1.688 -1.857
C 5.388 1.289 -0.859
C 4.199 0.624 -1.178
P 3.039 0.198 0.137
C 3.496 1.311 1.478
C 3.311 2.683 1.299
C 3.641 3.559 2.319
C 4.162 3.072 3.515
C 4.361 1.709 3.686
C 4.022 0.823 2.671
C 3.368 -1.505 0.648
C 2.577 -2.110 1.631
C 2.822 -3.419 2.010
C 3.845 -4.141 1.404
C 4.620 -3.552 0.416
C 4.386 -2.237 0.035
C 2.373 -0.731 -3.982
C 3.156 -1.421 -4.891
C 2.661 -1.644 -6.166
C 1.396 -1.192 -6.527
C 0.600 -0.562 -5.587
C 1.083 -0.331 -4.297
P -0.082 0.140 -2.990
C -1.307 -1.195 -3.101
C -1.041 -2.398 -2.446
C -1.884 -3.486 -2.618
C -2.998 -3.373 -3.440
C -3.266 -2.178 -4.094
C -2.423 -1.090 -3.929
C -0.895 1.655 -3.510
C -0.294 2.503 -4.437
C -0.883 3.725 -4.737
C -2.061 4.101 -4.108
C -2.662 3.256 -3.180
C -2.080 2.037 -2.878
H 4.533 0.590 -4.560
H 6.579 1.797 -3.976
H 7.180 2.196 -1.602
H 5.622 1.511 0.172
H 2.924 3.069 0.364
H 3.501 4.623 2.180
H 4.424 3.760 4.310
H 4.786 1.331 4.607
H 4.181 -0.239 2.809
H 1.766 -1.564 2.109
H 2.215 -3.878 2.780
H 4.036 -5.164 1.703
H 5.415 -4.114 -0.059
H 5.003 -1.786 -0.730
H 4.137 -1.779 -4.607
H 3.269 -2.179 -6.884
H 1.024 -1.356 -7.530
H -0.410 -0.267 -5.846
H -0.161 -2.508 -1.817
H -1.674 -4.420 -2.112
H -3.659 -4.220 -3.571
H -4.137 -2.092 -4.732
H -2.644 -0.157 -4.434
H 0.630 2.216 -4.925
H -0.422 4.380 -5.465
H -2.518 5.054 -4.345
H -3.585 3.549 -2.696
H -2.556 1.378 -2.160
N 0.579 1.475 3.487
C 0.846 0.957 2.490
H 0.408 1.955 4.350
F -1.024 6.256 -0.418
C -0.702 4.963 -0.361
C -1.406 4.139 0.499
C -1.065 2.795 0.550
C -0.037 2.297 -0.248
C 0.641 3.153 -1.116
C 0.317 4.499 -1.174
H -2.206 4.550 1.101
H -1.629 2.137 1.207
H 1.423 2.779 -1.772
H 0.828 5.184 -1.840
```

Properties
Total energy = -3174.5162 Ha
ΔE to the lowest compared entry with this formula, charge and spin = 0.00 kcal/mol
HOMO energy = -13.16 eV
Total charge = +2



Density functional theory data (the ωB97M-V functional and the def2-TZVPD basis) for a molecular structure, C53H48F3NO3P3S4TeZr in a non-equilibrium geometry.

Geometry as XYZ:
```
117
C53H48F3NO3P3S4TeZr the ωB97M-V functional and the def2-TZVPD basis
Zr 0.671 1.184 1.040
S 2.628 2.660 2.293
S 3.903 1.558 3.419
S 2.677 0.264 4.567
S 0.965 0.046 3.442
C 4.508 -0.173 0.343
C 4.027 1.037 -0.430
P 2.282 0.721 -1.277
C 0.636 0.556 -2.470
C 0.567 0.404 -3.859
C -0.588 0.711 -4.569
C -1.713 1.205 -3.917
C -1.678 1.356 -2.538
C -0.515 1.021 -1.864
C 3.237 0.863 -2.902
C 3.330 2.046 -3.636
C 4.078 2.115 -4.805
C 4.743 0.994 -5.282
C 4.651 -0.198 -4.574
C 3.912 -0.255 -3.396
C 3.296 -0.686 1.096
P 1.841 -1.175 -0.055
C 2.598 -2.926 -0.062
C 3.747 -3.316 -0.749
C 4.250 -4.610 -0.644
C 3.627 -5.547 0.167
C 2.489 -5.173 0.871
C 1.986 -3.885 0.747
C 0.638 -2.021 -1.368
C -0.683 -2.234 -1.013
C -1.554 -2.983 -1.806
C -1.098 -3.542 -2.990
C 0.235 -3.366 -3.351
C 1.089 -2.637 -2.539
H 5.310 0.089 1.043
H 4.901 -0.939 -0.334
H 4.737 1.348 -1.197
H 3.910 1.871 0.258
H 1.418 0.017 -4.409
H -0.610 0.577 -5.645
H -2.602 1.480 -4.473
H -2.544 1.740 -2.010
H -0.493 1.128 -0.791
H 2.795 2.933 -3.312
H 4.136 3.050 -5.351
H 5.323 1.047 -6.196
H 5.151 -1.089 -4.938
H 3.839 -1.187 -2.852
H 2.955 0.136 1.724
H 3.513 -1.527 1.754
H 4.278 -2.616 -1.380
H 5.144 -4.880 -1.197
H 4.020 -6.555 0.248
H 1.997 -5.889 1.523
H 1.094 -3.606 1.284
H -1.034 -1.802 -0.089
H -2.584 -3.129 -1.496
H -1.766 -4.114 -3.624
H 0.608 -3.800 -4.273
H 2.128 -2.532 -2.836
Te -0.322 2.040 3.923
O -1.220 -0.211 1.699
P -2.539 -0.799 2.125
C -3.940 -0.353 1.085
C -5.237 -0.264 1.584
C -6.290 0.008 0.720
C -6.053 0.188 -0.637
C -4.759 0.091 -1.135
C -3.705 -0.183 -0.277
C -3.032 -0.564 3.855
C -3.652 0.612 4.288
C -4.030 0.752 5.613
C -3.788 -0.269 6.524
C -3.174 -1.437 6.103
C -2.803 -1.588 4.774
C -2.483 -2.612 1.984
C -3.575 -3.357 1.543
C -3.492 -4.741 1.466
C -2.328 -5.389 1.849
C -1.246 -4.654 2.312
C -1.314 -3.270 2.364
H -5.424 -0.402 2.642
H -7.298 0.089 1.111
H -6.876 0.409 -1.306
H -4.563 0.234 -2.192
H -2.698 -0.256 -0.667
H -3.823 1.414 3.586
H -4.501 1.672 5.939
H -4.074 -0.151 7.563
H -2.987 -2.240 6.805
H -2.330 -2.508 4.461
H -4.492 -2.859 1.254
H -4.340 -5.311 1.106
H -2.262 -6.469 1.784
H -0.342 -5.161 2.624
H -0.466 -2.684 2.704
C 2.221 7.685 -0.298
C 1.784 6.256 -0.133
C 0.986 5.852 0.925
C 0.650 4.519 1.062
N 1.049 3.565 0.212
C 1.795 3.963 -0.824
C 2.184 5.270 -1.029
H 1.682 8.344 0.382
H 2.060 8.027 -1.322
H 3.289 7.776 -0.084
H 0.627 6.570 1.654
H 0.045 4.193 1.895
H 2.094 3.187 -1.504
H 2.802 5.517 -1.885
F -3.827 3.467 -0.765
C -2.773 3.840 -0.020
F -1.817 4.264 -0.852
F -3.164 4.893 0.724
C -2.331 2.672 0.913
O -3.177 2.290 1.691
O -1.126 2.304 0.756
```

Properties
Total energy = -5560.5246 Ha
ΔE to the lowest compared entry with this formula, charge and spin = 61.05 kcal/mol
HOMO energy = -3.91 eV
Total charge = -1